[1]
C34H36N5O2SSeSn as an isolated structure at a distorted geometry, computed with wB97M-V/def2-TZVPD.

Structure (XYZ):
```
80
Properties=species:S:1:pos:R:3:lowdin_charge:R:1
Sn -10.17 -14.39 3.69 1.419
C -11.82 -17.03 3.35 -0.088
N -12.21 -15.62 3.09 -0.259
C -12.56 -15.55 1.64 -0.166
C -12.53 -14.11 1.12 -0.160
C -11.15 -13.63 0.68 -0.179
N -10.37 -13.11 1.85 -0.068
C -9.59 -12.07 1.62 -0.053
C -8.91 -11.26 2.57 -0.162
C -8.49 -9.98 2.16 -0.050
C -7.66 -9.18 2.92 -0.083
C -7.06 -9.76 4.04 -0.046
C -7.45 -10.98 4.53 0.030
C -8.36 -11.78 3.78 -0.302
O -8.49 -13.05 4.11 -0.164
C -13.35 -15.28 4.06 -0.124
C -13.74 -13.77 4.03 -0.124
C -12.62 -12.68 4.23 -0.183
N -11.47 -13.23 4.94 -0.106
C -11.35 -13.01 6.25 -0.031
C -10.60 -13.70 7.21 -0.160
C -10.54 -13.11 8.48 -0.037
C -9.74 -13.59 9.49 -0.053
C -9.01 -14.76 9.18 -0.021
C -9.03 -15.35 7.92 0.020
C -9.81 -14.83 6.86 -0.320
O -9.69 -15.33 5.68 -0.152
H -12.69 -17.69 3.22 0.111
H -11.51 -17.08 4.40 0.091
H -11.06 -17.40 2.65 0.083
H -13.58 -15.99 1.50 0.151
H -11.84 -16.22 1.15 0.121
H -12.97 -13.41 1.82 0.077
H -13.20 -14.11 0.23 0.138
H -11.30 -12.86 -0.06 0.118
H -10.59 -14.42 0.15 0.124
H -9.49 -11.72 0.61 0.138
H -8.98 -9.59 1.20 0.138
H -7.49 -8.15 2.53 0.125
H -6.21 -9.22 4.44 0.122
H -7.01 -11.45 5.37 0.117
H -13.00 -15.56 5.03 0.107
H -14.19 -15.97 3.88 0.139
H -14.36 -13.67 4.93 0.117
H -14.41 -13.58 3.17 0.116
H -12.98 -11.89 4.87 0.118
H -12.28 -12.30 3.28 0.082
H -12.00 -12.19 6.58 0.142
H -11.22 -12.24 8.62 0.130
H -9.61 -13.08 10.46 0.119
H -8.33 -15.19 9.95 0.131
H -8.34 -16.11 7.61 0.113
N -8.57 -15.90 3.13 -0.337
S -6.98 -16.10 2.38 1.076
C -7.61 -16.49 0.69 -0.384
C -8.55 -17.48 0.39 -0.074
C -9.07 -17.54 -0.90 -0.066
C -8.65 -16.66 -1.93 -0.052
C -7.66 -15.74 -1.60 -0.077
C -7.16 -15.66 -0.31 -0.106
C -6.44 -17.69 2.88 -0.521
C -5.38 -18.27 2.19 -0.082
C -4.83 -19.45 2.71 -0.059
C -5.36 -20.09 3.84 -0.032
C -6.53 -19.56 4.40 -0.061
C -7.01 -18.34 3.99 -0.135
H -8.36 -16.01 4.15 -0.044
H -8.91 -18.12 1.19 0.113
H -9.80 -18.28 -1.10 0.093
H -9.11 -16.70 -2.92 0.117
H -7.32 -14.97 -2.33 0.123
H -6.42 -14.92 -0.07 0.108
H -4.90 -17.85 1.26 0.143
H -3.88 -19.73 2.27 0.111
H -4.89 -20.94 4.29 0.106
H -7.01 -20.07 5.21 0.108
H -7.90 -17.81 4.46 0.109
Se -5.29 -15.77 5.30 0.491
C -5.28 -14.85 6.82 -0.995
N -5.17 -14.25 7.85 -0.021
```

Properties
HOMO energy = -8.4 eV
2S+1 = 1
Net charge = +1

***

[2]
C10H14N7O2S2Ta as an isolated structure at a distorted geometry, computed with wB97M-V/def2-TZVPD.

Structure (XYZ):
```
36
Properties=species:S:1:pos:R:3:nbo_charge:R:1
Ta -0.18 0.17 0.09 2.599
N 0.88 1.42 3.06 -0.740
C 0.32 0.22 3.18 0.647
N 0.13 -0.29 4.35 -0.476
C -0.48 -1.49 4.48 0.629
N -0.61 -2.03 5.64 -0.590
N -1.00 -2.17 3.38 -0.382
C -0.83 -1.67 2.24 0.460
N -0.14 -0.44 1.99 -0.808
C -1.38 -2.32 1.02 0.141
C -1.95 -3.57 1.04 -0.142
C -2.42 -4.12 -0.16 -0.002
C -2.30 -3.39 -1.34 -0.181
C -1.72 -2.14 -1.30 0.105
N -1.28 -1.59 -0.14 -0.632
H 1.16 1.87 3.93 0.477
H 1.41 1.71 2.25 0.419
H -0.24 -1.57 6.47 0.471
H -1.06 -2.94 5.75 0.464
H -2.02 -4.11 1.98 0.300
H -2.86 -5.11 -0.16 0.298
H -2.64 -3.79 -2.29 0.303
H -1.60 -1.56 -2.21 0.243
C -3.43 3.09 0.08 -0.801
S -2.85 2.05 -1.24 1.279
C -2.16 3.21 -2.40 -0.802
O -1.50 1.33 -0.58 -0.933
H -4.29 3.62 -0.36 0.328
H -2.66 3.80 0.38 0.287
H -3.79 2.46 0.89 0.291
H -3.04 3.73 -2.79 0.328
H -1.70 2.66 -3.22 0.295
H -1.49 3.92 -1.91 0.289
O 1.30 1.66 -0.20 -0.898
S 2.12 0.71 -1.12 1.659
N 1.33 -0.57 -1.08 -0.925
```

Properties
HOMO energy = -22.7 eV
2S+1 = 1
Net charge = +4

***

[3]
One molecule with the formula C2H10O2Si2 at a distorted geometry, computed with wB97M-V/def2-TZVPD.

Structure (XYZ):
```
16
Properties=species:S:1:pos:R:3:nbo_charge:R:1
C -2.39 -0.18 -0.09 -1.151
C 1.59 -1.20 0.20 -1.082
O 2.65 1.15 -0.99 -1.122
O 0.11 1.17 0.10 -1.300
Si -1.45 1.30 0.49 1.466
Si 1.68 0.79 0.26 1.887
H -1.76 -0.87 -0.62 0.256
H -2.88 -0.82 0.54 0.245
H -3.00 0.08 -0.96 0.243
H 1.57 -1.66 1.17 0.229
H 0.75 -1.65 -0.23 0.234
H 2.56 -1.49 -0.16 0.233
H 2.89 2.01 -1.35 0.514
H -1.50 1.10 2.00 -0.222
H -1.57 2.64 -0.13 -0.188
H 2.27 1.71 1.35 -0.243
```

Properties
SMILES = C[SiH2]O[Si@@H](C)O
HOMO energy = -10.1 eV
2S+1 = 1

***

[4]
C21H35ClF4KLiN2NaO18SV as an isolated structure at a distorted geometry, computed with wB97M-V/def2-TZVPD.

Structure (XYZ):
```
86
Properties=species:S:1:pos:R:3:lowdin_charge:R:1
C -3.86 4.83 1.01 0.027
C -4.05 3.29 1.37 -0.419
O -4.54 3.00 2.47 0.061
O -3.59 2.37 0.42 -0.031
C -3.85 1.01 0.84 -0.173
C -2.63 0.38 1.66 -0.149
C -2.80 -1.19 1.93 -0.162
C -1.38 -1.97 1.75 -0.188
C -0.24 -1.37 2.66 -0.183
C 0.95 -2.38 3.09 -0.071
C 2.17 -1.54 2.55 -0.054
C 2.81 -1.67 1.27 -0.034
C 2.66 -2.80 0.19 -0.102
C 3.57 -2.60 -1.11 -0.163
C 5.10 -2.26 -0.83 -0.156
C 5.59 -0.82 -1.31 -0.272
N 4.85 -0.27 -2.47 -0.008
C 3.48 -0.28 1.23 -0.316
O 3.24 0.43 0.21 -0.086
O 3.76 0.41 2.47 0.019
C 3.01 -0.47 3.29 -0.316
O 3.46 -0.75 4.39 0.181
H -3.10 4.88 0.15 0.088
H -4.83 5.29 0.68 0.104
H -3.41 5.38 1.89 0.063
H -3.90 0.40 -0.13 0.137
H -4.85 0.87 1.34 0.146
H -2.37 0.99 2.58 0.039
H -1.73 0.46 0.95 0.129
H -3.15 -1.32 3.02 0.118
H -3.61 -1.63 1.27 0.117
H -1.15 -1.83 0.65 0.094
H -1.58 -3.07 1.93 0.123
H 0.14 -0.46 2.07 0.126
H -0.71 -0.92 3.59 0.117
H 0.91 -2.47 4.21 0.132
H 0.78 -3.36 2.54 0.125
H 3.23 -3.67 0.72 0.064
H 1.63 -3.24 0.03 0.137
H 3.03 -1.84 -1.74 0.110
H 3.58 -3.59 -1.68 0.133
H 5.76 -2.98 -1.43 0.131
H 5.44 -2.40 0.25 0.117
H 6.69 -0.87 -1.60 0.124
H 5.62 -0.03 -0.47 0.087
H 4.75 0.75 -2.44 0.076
H 5.31 -0.58 -3.34 0.062
C -1.56 -1.10 -2.83 0.037
N -1.86 -2.19 -1.87 -0.440
O -2.95 -2.19 -1.33 0.057
O -0.98 -3.02 -1.68 0.042
H -2.42 -0.44 -2.89 0.087
H -0.69 -0.56 -2.45 0.106
H -1.35 -1.56 -3.79 0.098
O 1.41 3.13 0.94 -0.462
H 2.11 2.53 0.75 -0.291
C -3.16 1.46 -6.81 0.005
C -2.36 1.30 -5.54 -0.444
O -1.78 0.27 -5.28 0.081
C -2.32 2.48 -4.60 0.000
H -3.11 0.52 -7.39 0.052
H -4.21 1.66 -6.56 0.103
H -2.75 2.27 -7.41 0.103
H -3.32 2.73 -4.26 0.095
H -1.87 3.34 -5.11 0.094
H -1.71 2.23 -3.73 0.083
Li 3.54 -4.35 2.24 0.816
F -3.94 -0.14 -8.63 -0.357
Na -2.06 2.18 4.00 0.775
K 4.26 2.30 0.88 1.036
O 5.52 -6.64 -0.43 -0.407
Cl 5.60 -7.57 0.68 0.623
O 5.09 -8.85 0.29 -0.348
O 4.80 -7.05 1.79 -0.449
O 6.98 -7.69 1.11 -0.358
O 5.17 -1.60 -6.32 -0.569
V 3.55 -1.80 -5.73 1.184
O 1.94 -1.99 -5.12 -0.560
C -4.36 6.89 6.24 -0.634
F -4.54 8.15 5.77 0.108
F -3.10 6.86 6.74 0.094
F -5.18 6.76 7.30 0.107
S -4.64 5.60 4.94 0.469
O -3.66 5.90 3.89 -0.360
O -6.02 5.78 4.52 -0.317
O -4.39 4.33 5.61 -0.363
```

Properties
HOMO energy = -8.6 eV
2S+1 = 1

***

[5]
C3H6N2S3 as an isolated structure at a distorted geometry, computed with wB97M-V/def2-TZVPD.

Structure (XYZ):
```
14
Properties=species:S:1:pos:R:3:nbo_charge:R:1
C 0.52 1.27 -0.16 -0.129
C 0.10 -1.17 0.51 -0.168
C 1.92 1.38 -0.23 -0.733
N -1.11 -1.21 -0.07 -0.432
N -1.98 -0.22 0.34 -0.570
S -0.99 1.69 -0.20 0.555
S 1.33 -2.37 0.02 -0.042
S -3.62 -0.41 -0.12 0.131
H 2.17 1.70 -1.34 0.273
H 2.39 0.42 -0.05 0.240
H 2.26 2.16 0.37 0.252
H -1.47 -1.79 -0.79 0.353
H 2.26 -1.74 0.73 0.130
H -3.80 0.27 1.01 0.140
```

Properties
HOMO energy (alpha / beta) = -6.9 / -6.9 eV
2S+1 = 1

***

[6]
An isolated ion of composition C5H10N and charge +1 at a distorted geometry, computed with wB97M-V/def2-TZVPD.

Structure (XYZ):
```
16
Properties=species:S:1:pos:R:3:nbo_charge:R:1
C -0.81 -0.20 0.51 0.182
C 0.12 0.71 0.50 0.199
C -2.14 -0.74 0.34 -0.706
C 0.87 2.29 0.40 -0.540
C 1.12 -1.16 -0.94 -0.456
N 0.58 -0.68 0.35 -0.386
H -2.24 -1.59 -0.27 0.268
H -2.68 0.14 -0.11 0.276
H -2.66 -1.20 1.23 0.284
H 0.42 2.87 1.19 0.259
H 0.55 2.50 -0.59 0.242
H 1.92 2.07 0.44 0.242
H 0.49 -0.76 -1.78 0.237
H 2.17 -0.86 -1.07 0.243
H 1.03 -2.37 -1.02 0.249
H 0.89 -1.16 1.16 0.406
```

Properties
SMILES = CC1=C(C)[NH+]1C
HOMO energy = -14.9 eV
2S+1 = 1
Net charge = +1

***

[7]
A 2-piece molecular cluster, C5H7NO2 overall at a distorted geometry, computed with wB97M-V/def2-TZVPD.

Structure (XYZ):
```
15
Properties=species:S:1:pos:R:3:nbo_charge:R:1
N 1.85 -0.42 1.39 -0.644
C 1.83 -1.19 0.46 0.419
C -0.94 -0.19 -0.85 0.415
C -0.70 1.13 -0.21 -0.063
C 2.06 -1.98 -0.55 -0.664
C -1.85 1.81 0.44 -0.079
O -0.86 1.19 1.19 -0.475
O -0.59 -0.48 -1.96 -0.501
H 1.04 -0.24 1.98 0.393
H -1.46 -0.91 -0.19 0.114
H 0.08 1.74 -0.63 0.211
H 2.38 -2.99 -0.40 0.243
H 1.85 -1.67 -1.56 0.252
H -1.87 2.89 0.46 0.194
H -2.82 1.32 0.44 0.185
```

Properties
SMILES = O=C[C@H]1CO1.C=C=N
HOMO energy = -8.9 eV
2S+1 = 1

***

[8]
C26H33Cl3N8O2SSeSi2W as an isolated structure, computed with wB97M-V/def2-TZVPD.

Structure (XYZ):
```
77
Properties=species:S:1:pos:R:3:lowdin_charge:R:1
W 0.27 -1.42 -0.13 1.067
N -3.93 -1.90 1.65 0.065
C -2.58 -1.82 1.43 -0.846
S -2.04 -0.58 0.34 0.715
N -1.83 -2.69 2.01 -0.016
N -0.47 -2.58 1.71 -0.118
C 0.24 -3.31 2.49 -0.082
C 1.68 -3.39 2.49 -0.176
C 2.29 -4.33 3.33 -0.040
C 3.66 -4.42 3.43 -0.085
C 4.45 -3.53 2.70 -0.066
C 3.87 -2.60 1.87 -0.036
C 2.48 -2.53 1.73 -0.378
O 1.96 -1.59 0.93 -0.435
H -4.47 -1.08 1.44 0.072
H -4.20 -2.39 2.49 0.095
H -0.29 -3.89 3.24 0.131
H 1.65 -4.99 3.91 0.113
H 4.11 -5.16 4.08 0.100
H 5.53 -3.58 2.78 0.107
H 4.48 -1.91 1.30 0.101
Cl 1.11 -5.20 -0.44 0.194
Si 1.48 -3.30 -1.31 -0.543
Cl 3.56 -3.30 -1.37 0.309
Cl 0.98 -3.71 -3.32 0.278
C 2.48 -0.52 -3.28 -0.256
Si 1.98 0.05 -1.54 0.451
C 3.62 0.32 -0.65 -0.224
C 1.41 1.84 -1.91 -0.211
H 3.02 0.29 -3.77 0.032
H 1.62 -0.76 -3.91 -0.007
H 3.12 -1.40 -3.28 -0.022
H 4.25 0.98 -1.26 0.032
H 4.16 -0.61 -0.48 -0.014
H 3.47 0.81 0.32 0.019
H 2.30 2.47 -1.91 0.036
H 0.72 2.26 -1.18 -0.030
H 0.95 1.96 -2.90 0.013
C -4.34 4.33 0.78 -0.068
C -3.05 5.14 0.72 -0.201
N -1.86 4.30 0.70 -0.055
C -1.08 4.30 -0.53 -0.210
C -1.78 3.60 -1.69 -0.071
C -1.46 3.77 1.88 -0.407
O -2.04 4.03 2.93 0.069
C -0.35 2.76 1.93 -0.094
C 0.48 2.76 3.04 0.015
C 1.39 1.73 3.18 -0.019
C 1.39 0.70 2.26 -0.098
N 0.57 0.66 1.20 -0.035
C -0.25 1.71 1.03 -0.169
H -5.20 4.99 0.79 0.076
H -4.35 3.73 1.69 0.073
H -4.42 3.66 -0.07 0.068
H -2.99 5.81 1.59 0.120
H -3.03 5.76 -0.18 0.116
H -0.11 3.84 -0.33 0.093
H -0.87 5.33 -0.81 0.126
H -1.99 2.55 -1.45 0.065
H -1.15 3.63 -2.57 0.074
H -2.72 4.09 -1.92 0.072
H 0.39 3.55 3.78 0.127
H 2.07 1.69 4.02 0.112
H 2.07 -0.13 2.36 0.105
H -0.89 1.68 0.16 0.043
Se -2.22 -4.34 -1.08 1.205
N -2.92 -3.89 -2.64 -0.189
C -2.35 -2.75 -3.03 -0.384
C -2.54 -1.99 -4.22 0.029
C -1.81 -0.84 -4.32 -0.016
C -0.91 -0.40 -3.30 -0.093
N -0.70 -1.08 -2.21 -0.070
C -1.40 -2.24 -2.12 -0.631
N -1.17 -2.92 -1.02 -0.456
H -3.22 -2.31 -4.99 0.123
H -1.91 -0.21 -5.19 0.113
H -0.38 0.54 -3.42 0.096
```

Properties
HOMO energy (alpha / beta) = -6.9 / -6.9 eV
2S+1 = 1

***

[9]
One molecule with the formula C17H23BrN2O4S, computed with wB97M-V/def2-TZVPD.

Structure (XYZ):
```
48
Properties=species:S:1:pos:R:3:nbo_charge:R:1
O 0.39 -1.68 2.58 -0.633
C 0.34 -1.67 1.37 0.710
N 0.88 -2.65 0.61 -0.618
H 0.92 -2.50 -0.39 0.388
C 1.83 -3.58 1.16 -0.259
H 1.64 -3.61 2.23 0.231
H 1.68 -4.57 0.73 0.201
C 3.28 -3.10 0.89 0.089
H 3.50 -3.21 -0.18 0.184
O 3.43 -1.73 1.18 -0.530
C 3.67 -1.60 2.57 -0.088
C 4.27 -2.94 3.06 -0.441
H 3.64 -3.38 3.83 0.211
H 5.27 -2.81 3.47 0.217
C 4.28 -3.82 1.80 -0.426
H 5.27 -3.80 1.33 0.214
H 3.99 -4.85 1.99 0.213
H 4.36 -0.76 2.70 0.184
H 2.73 -1.38 3.09 0.198
C -0.38 -0.57 0.60 -0.322
C -1.52 -1.11 -0.27 -0.383
C -2.20 0.04 -1.00 -0.237
N -1.22 0.76 -1.78 -0.675
S -1.80 1.67 -3.04 2.332
O -2.76 0.87 -3.74 -0.937
O -0.67 2.19 -3.74 -0.936
C -2.66 3.04 -2.25 -0.271
C -1.95 4.18 -1.92 -0.209
C -2.59 5.21 -1.25 -0.229
C -3.93 5.07 -0.92 -0.065
C -4.64 3.92 -1.25 -0.238
C -3.99 2.90 -1.92 -0.205
H -4.51 2.00 -2.21 0.245
H -5.69 3.84 -0.99 0.236
Br -4.82 6.47 0.00 0.071
H -2.06 6.11 -0.99 0.235
H -0.92 4.26 -2.21 0.245
C -0.16 1.34 -1.00 -0.237
C 0.59 0.23 -0.27 -0.384
H 1.38 0.66 0.35 0.231
H 1.06 -0.42 -1.01 0.201
H 0.50 1.86 -1.69 0.240
H -0.56 2.06 -0.26 0.178
H -2.96 -0.32 -1.70 0.240
H -2.69 0.71 -0.26 0.178
H -1.13 -1.81 -1.01 0.203
H -2.25 -1.64 0.35 0.224
H -0.81 0.10 1.36 0.226
```

Properties
SMILES = O=C(NC[C@@H]1CCCO1)C1CCN(S(=O)(=O)c2ccc(Br)cc2)CC1
HOMO energy = -9.5 eV
2S+1 = 1

***

[10]
A 2-piece molecular cluster, C27H40BrN3O5 overall at a distorted geometry, computed with wB97M-V/def2-TZVPD.

Structure (XYZ):
```
76
Properties=species:S:1:pos:R:3:lowdin_charge:R:1
C -3.87 6.31 -0.43 0.046
C -3.22 7.26 0.36 -0.056
C -1.79 7.08 0.78 -0.512
O -1.59 7.12 1.98 0.110
O -0.82 6.88 -0.14 -0.006
C 0.20 5.95 0.30 -0.173
C 0.84 5.28 -0.92 -0.173
C 2.24 4.70 -0.63 -0.203
C 2.49 3.33 -1.31 -0.196
C 1.65 2.28 -0.57 -0.201
C 1.83 0.81 -1.13 -0.092
C 0.44 0.20 -1.29 -0.178
N 0.09 -0.11 -2.50 0.197
N -1.11 -0.64 -2.64 -0.080
C -1.52 -1.03 -4.03 -0.089
C -0.25 -1.28 -4.89 -0.210
O -0.57 -2.01 -6.05 -0.141
C -0.74 -3.40 -5.80 -0.265
C -2.20 -3.77 -6.18 -0.061
C -2.00 -0.84 -1.68 -0.579
Br -3.70 -1.54 -2.00 1.004
C -1.64 -0.50 -0.36 -0.018
C -0.39 0.02 -0.12 -0.118
C 0.07 0.35 1.29 -0.105
C -0.29 -0.86 2.22 -0.175
C 0.85 -1.24 3.19 -0.231
N 0.36 -2.30 4.12 -0.043
C 0.57 -3.66 3.56 -0.164
C 1.37 -4.50 4.55 -0.159
C 0.77 -5.54 5.25 -0.041
C 1.53 -6.27 6.16 -0.094
C 2.86 -5.98 6.37 -0.084
C 3.45 -4.95 5.65 -0.018
C 2.71 -4.20 4.75 -0.280
O 3.28 -3.15 4.05 0.024
H -4.51 5.55 0.01 0.064
H -3.76 6.34 -1.53 0.071
H -3.80 8.13 0.69 0.113
H -0.29 5.22 0.96 0.130
H 0.94 6.52 0.89 0.134
H 0.96 6.09 -1.66 0.120
H 0.12 4.57 -1.35 0.112
H 2.34 4.62 0.47 0.110
H 2.99 5.44 -0.93 0.114
H 3.55 3.10 -1.12 0.119
H 2.26 3.42 -2.38 0.122
H 0.59 2.57 -0.49 0.108
H 2.03 2.25 0.47 0.109
H 2.29 0.93 -2.12 0.117
H 2.45 0.23 -0.44 0.120
H -2.06 -1.98 -4.03 0.070
H -2.11 -0.23 -4.50 0.138
H 0.23 -0.33 -5.15 0.121
H 0.50 -1.88 -4.34 0.115
H -0.62 -3.66 -4.74 0.110
H -0.01 -4.01 -6.35 0.115
H -2.52 -3.17 -7.04 0.087
H -2.31 -4.84 -6.37 0.072
H -2.89 -3.49 -5.37 0.064
H -2.36 -0.67 0.44 0.121
H -0.41 1.28 1.63 0.137
H 1.16 0.40 1.26 0.096
H -0.49 -1.75 1.60 0.113
H -1.24 -0.63 2.73 0.119
H 1.11 -0.35 3.78 0.119
H 1.74 -1.61 2.67 0.110
H -0.65 -2.17 4.13 0.092
H 1.10 -3.63 2.59 0.122
H -0.38 -4.20 3.37 0.117
H -0.28 -5.74 5.06 0.112
H 1.03 -7.08 6.68 0.105
H 3.41 -6.58 7.09 0.107
H 4.51 -4.71 5.76 0.122
H 3.02 -2.33 4.49 0.104
O -4.74 -0.94 -4.85 -0.604
H -4.79 -0.51 -3.99 -0.282
```

Properties
HOMO energy = -5.6 eV
2S+1 = 1